Record 1
A cluster of 2 separate species, C2H2FO2S in total in a non-equilibrium geometry. Source: OMol25; level of theory: ωB97M-V/def2-TZVPD.

```
8
Properties=species:S:1:pos:R:3:forces:R:3
C -1.821495 -0.565034 0.770391 2.13 -0.22 1.11
C 0.002982 0.556798 -0.569019 -1.04 1.62 0.56
O 0.668497 -0.016819 -1.732661 -0.40 -1.15 -1.17
O 2.402614 -0.516737 0.148708 0.19 -0.31 -0.01
F -1.064205 -1.642499 1.274670 -0.71 0.01 -0.86
S 1.783506 0.509285 -0.697588 -0.16 0.76 0.87
H -1.618117 0.061090 1.708024 -0.38 0.56 -1.08
H -0.353782 1.613915 -0.902526 0.37 -1.27 0.58
```
Forces are in eV/Å.

## Properties
HOMO energy (alpha / beta)   -3.473 / -3.472 eV
LUMO level (alpha / beta)   0.137 / 0.137 Ha
Net charge   -1
Maximum force   2.41 eV Å⁻¹
Energy above the lowest of the compared OMol25 structures with the same formula, charge and spin   150.4 kcal/mol

Atom charges from the natural (NBO) analysis, given in e for atoms 1 to 5: atom 1 (C): 0.087, atom 2 (C): -0.372, atom 3 (O): -0.736, atom 4 (O): -0.983, atom 5 (F): -0.435

---

Record 2
The molecule C10H15NO4 in a non-equilibrium geometry. Source: OMol25; level of theory: ωB97M-V/def2-TZVPD.

```
30
Properties=species:S:1:pos:R:3:forces:R:3
C -3.092415 0.001593 1.920975 1.31 1.05 1.94
C -2.036449 0.321557 0.848649 -0.83 -1.59 0.86
C -2.521614 -0.239329 -0.452662 1.72 -1.78 -0.89
O -0.899808 -0.514814 1.409540 0.90 -0.32 -1.21
C 0.177179 -1.162286 0.680929 -1.96 -0.48 -0.09
O 0.102117 -2.357438 0.453712 0.85 3.00 0.44
C 1.282051 -0.103849 0.398325 1.74 -0.07 0.28
C 2.424019 -0.187567 -0.801403 -0.50 -0.41 -0.04
C 1.825823 -0.822013 -2.085712 -0.42 -0.44 -0.44
C 3.752816 -0.920200 -0.437157 -1.62 -0.36 1.56
O 2.749506 1.188446 -0.974378 0.02 -0.68 -0.23
N 0.670232 1.154249 0.124354 -5.16 1.77 0.04
C -0.404358 1.689764 0.496129 1.58 0.13 -0.29
C -1.714891 1.904887 0.686236 1.33 -2.04 -0.12
O -2.612151 2.901171 1.027046 1.97 -1.44 2.29
H -3.396458 -1.056606 1.815908 0.09 0.69 -0.03
H -3.922806 0.713350 1.738240 0.22 -0.56 0.69
H -2.551018 0.103162 3.005560 -1.70 0.08 -2.59
H -3.333465 0.350031 -0.778335 -1.01 0.53 -0.58
H -2.743701 -1.335457 -0.526492 -0.26 0.88 0.89
H -1.706751 -0.202684 -1.175615 0.04 0.63 -0.37
H 1.836240 0.092950 1.324020 0.19 -0.89 0.19
H 1.540546 -1.899052 -1.900885 0.04 1.15 0.09
H 2.662109 -0.924278 -2.838903 -1.07 0.62 0.50
H 0.894325 -0.258142 -2.487149 1.74 -0.82 0.54
H 3.845371 -0.904552 0.674445 0.47 0.34 -0.77
H 3.747115 -1.986948 -0.672594 -0.30 0.10 -0.25
H 4.581841 -0.469756 -0.949952 0.29 0.41 -0.02
H 1.874073 1.629423 -0.819325 0.89 0.05 -0.54
H -3.029478 3.294388 0.296496 -0.56 0.47 -1.85
```
Forces are in eV/Å.

## Properties
HOMO energy   -8.457 eV
LUMO level   -0.009 Ha
Maximum force   5.45 eV Å⁻¹
SMILES   CC1(C)OC(=O)[C@@H](C(C)(C)O)N=C=C1O
Energy above the lowest of the compared OMol25 structures with the same formula, charge and spin   137.3 kcal/mol

Atom charges from the natural (NBO) analysis, given in e for atoms 1 to 5: atom 1 (C): -0.618, atom 2 (C): 0.290, atom 3 (C): -0.656, atom 4 (O): -0.613, atom 5 (C): 0.818

---

Record 3
The molecule C3H5NO2 in a non-equilibrium geometry. Source: OMol25; level of theory: ωB97M-V/def2-TZVPD.

```
11
Properties=species:S:1:pos:R:3:forces:R:3
O -0.323332 2.299840 0.009133 0.21 0.07 -0.46
C -0.065982 1.151878 -0.204895 1.80 1.29 0.39
C 1.239696 0.252909 -0.522747 -1.07 -2.26 -1.02
C 0.334484 -0.875501 0.270623 0.27 1.75 2.46
N -0.779844 0.038786 -0.061190 -1.37 -4.48 0.39
O -1.985041 -0.251060 0.637268 4.67 1.54 3.83
H 1.242334 -0.062128 -1.740549 0.48 1.10 3.62
H 2.214347 0.381779 0.033813 -1.10 0.48 -1.24
H 0.270498 -2.004452 0.048138 0.00 2.09 0.03
H 0.413229 -0.644477 1.553839 0.38 -1.27 -3.65
H -2.560390 -0.287574 -0.023433 -4.27 -0.31 -4.35
```
Forces are in eV/Å.

## Properties
HOMO energy   -9.873 eV
LUMO level   0.027 Ha
Maximum force   6.24 eV Å⁻¹
SMILES   O=C1CCN1O
Energy above the lowest of the compared OMol25 structures with the same formula, charge and spin   108.0 kcal/mol

Atom charges from the natural (NBO) analysis, given in e for atoms 1 to 5: atom 1 (O): -0.553, atom 2 (C): 0.662, atom 3 (C): -0.507, atom 4 (C): -0.225, atom 5 (N): -0.203

---

Record 4
A structure of composition C17H18N3NiOSe in a non-equilibrium geometry. Source: OMol25; level of theory: ωB97M-V/def2-TZVPD.

```
41
Properties=species:S:1:pos:R:3:forces:R:3
Ni -0.993960 0.047800 -0.422703 -0.05 0.21 -1.54
C -2.770393 0.737729 1.364310 0.23 0.15 0.01
C -2.835169 1.007867 -0.014793 -0.02 -0.11 0.01
C -2.142100 2.130892 -0.511762 0.35 -0.19 0.07
C -1.474562 2.992145 0.371983 -0.09 0.23 0.19
C -1.458486 2.730776 1.734119 0.05 0.09 -0.16
C -2.094622 1.594179 2.226749 -0.11 -0.08 0.16
H -3.293375 -0.124046 1.757296 0.06 -0.06 -0.03
H -3.524038 0.462951 -0.646455 0.01 -0.02 0.01
H -2.253481 2.412846 -1.549956 0.04 -0.06 -0.02
H -0.980965 3.878196 -0.014900 -0.02 0.00 -0.02
H -0.939425 3.400801 2.410663 -0.02 0.01 0.00
H -2.060195 1.370106 3.286342 0.00 -0.02 -0.02
N 2.826736 1.067013 0.997638 0.04 0.13 -0.04
C 1.510723 1.321048 0.703374 0.04 -0.17 0.26
N 0.770756 0.252181 0.753493 -0.33 0.25 -0.17
C 1.625175 -0.778692 1.102305 0.38 -0.13 0.19
C 1.362310 -2.129194 1.316034 -0.05 -0.03 -0.07
C 2.428444 -2.941878 1.656054 -0.14 -0.09 0.00
C 3.728951 -2.441310 1.780627 0.16 0.23 -0.03
C 4.007550 -1.097714 1.582815 0.03 -0.15 0.05
C 2.932016 -0.283206 1.255852 -0.22 -0.08 -0.10
H 3.576061 1.732504 0.981159 -0.01 0.04 0.02
H 1.150534 2.315889 0.497490 -0.05 -0.03 -0.10
H 0.357209 -2.511390 1.192137 0.04 0.00 0.01
H 2.255607 -3.997486 1.823064 -0.03 0.01 -0.02
H 4.539504 -3.116277 2.026087 -0.02 -0.01 0.03
H 5.013958 -0.707980 1.675898 0.00 -0.01 0.01
Se -2.452713 -4.609014 0.339945 -0.29 -1.14 0.18
C -1.977121 -2.929478 0.069531 0.28 1.25 -0.25
N -1.657754 -1.823860 -0.109916 0.01 -0.25 0.38
C -1.796601 -1.224232 -3.317338 -0.35 -0.19 0.05
O -0.723383 -0.296803 -3.395264 0.09 0.07 0.09
C -0.349919 0.282451 -2.246076 -0.38 0.14 1.02
C 0.764108 1.227368 -2.625799 0.18 -0.09 -0.29
H -2.559264 -0.923032 -4.038640 0.06 0.00 -0.05
H -2.211161 -1.234984 -2.310473 0.06 0.02 -0.01
H -1.431327 -2.221123 -3.566636 0.05 0.03 -0.01
H 1.082956 1.079672 -3.665641 0.06 0.06 0.06
H 1.617265 1.085775 -1.961933 0.02 0.00 0.06
H 0.430151 2.261510 -2.506682 -0.05 -0.01 0.07
```
Forces are in eV/Å.

## Properties
HOMO energy (alpha / beta)   -2.477 / -2.476 eV
LUMO level (alpha / beta)   0.099 / 0.099 Ha
Net charge   -1
Maximum force   1.56 eV Å⁻¹
Energy above the lowest of the compared OMol25 structures with the same formula, charge and spin   6.4 kcal/mol

Atom charges from the natural (NBO) analysis, given in e for atoms 1 to 5: atom 1 (Ni): 0.510, atom 2 (C): -0.198, atom 3 (C): -0.309, atom 4 (C): -0.232, atom 5 (C): -0.313

---

Record 5
A cluster of 2 separate species, C6H7ClN2 in total in a non-equilibrium geometry. Source: OMol25; level of theory: ωB97M-V/def2-TZVPD.

```
16
Properties=species:S:1:pos:R:3:forces:R:3
C 3.066115 -1.156737 -0.979530 -1.33 0.63 -0.81
C 2.149314 -0.268927 -1.441947 0.70 -0.24 -0.36
C 2.915956 0.364116 0.570172 -0.35 -1.34 -0.83
C -1.732246 -0.265705 -0.324403 -0.26 2.40 2.39
C -2.005153 -0.179634 1.002636 1.16 4.05 -2.48
C 1.046109 1.628220 -0.511886 0.73 -1.18 -1.37
N 3.403399 -0.776644 0.280083 2.47 -1.05 1.39
N 2.072228 0.712762 -0.485533 -1.75 2.36 1.25
Cl 1.215176 2.745255 0.705620 0.03 0.94 1.12
H 3.494762 -2.005999 -1.461725 0.01 -0.39 -0.06
H 1.591879 -0.049191 -2.321406 -0.16 -0.48 -0.57
H 3.067108 0.793811 1.530072 -0.36 0.79 0.22
H -1.543844 0.602733 -0.974554 -0.41 -0.36 0.53
H -1.526090 -1.181221 -0.737824 0.19 -2.22 -1.05
H -1.999188 0.850642 1.516997 -0.40 -1.73 -0.88
H -1.960780 -0.995405 1.612733 -0.28 -2.17 1.50
```
Forces are in eV/Å.

## Properties
HOMO energy   -9.295 eV
LUMO level   -0.022 Ha
Maximum force   4.89 eV Å⁻¹
Energy above the lowest of the compared OMol25 structures with the same formula, charge and spin   75.9 kcal/mol

Atom charges from the natural (NBO) analysis, given in e for atoms 1 to 5: atom 1 (C): -0.075, atom 2 (C): -0.051, atom 3 (C): 0.170, atom 4 (C): -0.378, atom 5 (C): -0.387

---

Record 6
A structure of composition N2O5S in a non-equilibrium geometry. Source: OMol25; level of theory: ωB97M-V/def2-TZVPD.

```
8
Properties=species:S:1:pos:R:3:forces:R:3
N -1.759676 -0.280419 0.615376 -2.63 -0.92 -2.45
N 0.749047 0.088741 1.892568 3.22 -0.54 -2.20
O -0.955340 -0.084875 1.545622 0.88 0.40 0.80
O 1.527131 -0.126315 1.093286 -2.41 0.63 2.29
O 0.950941 -0.924630 -1.345638 0.72 0.31 -0.23
O 0.641666 1.542632 -1.353991 0.31 0.15 0.57
O -1.486820 -0.466587 -0.565472 0.09 0.65 2.12
S 0.333052 0.251454 -1.881750 -0.18 -0.68 -0.90
```
Forces are in eV/Å.

## Properties
HOMO energy   -9.621 eV
LUMO level   -0.076 Ha
Maximum force   3.94 eV Å⁻¹
Energy above the lowest of the compared OMol25 structures with the same formula, charge and spin   0.0 kcal/mol

Atom charges from the natural (NBO) analysis, given in e for atoms 1 to 5: atom 1 (N): 0.403, atom 2 (N): 0.484, atom 3 (O): -0.363, atom 4 (O): -0.060, atom 5 (O): -0.875